1.
180
Properties=species:S:1:pos:R:3 method="wB97M-V/def2-TZVPD" multiplicity=1 e_homo_ev=-8.68 lumo_energy_ev=0.2 gap_ev=8.90
C -2.857 -0.263 -3.143
N -3.092 0.301 -4.447
C -2.905 -0.837 -5.353
C -4.443 0.889 -4.408
C -2.145 1.464 -4.825
C -0.616 1.357 -4.769
O -0.159 0.650 -5.974
H -3.713 -0.941 -2.936
H -2.877 0.560 -2.409
H -1.930 -0.843 -3.145
H -1.862 -1.043 -5.440
H -3.430 -0.617 -6.259
H -3.412 -1.677 -4.948
H -5.201 0.111 -4.220
H -4.641 1.443 -5.369
H -4.453 1.543 -3.523
H -2.370 2.209 -4.065
H -2.365 1.820 -5.858
H -0.259 0.885 -3.884
H -0.241 2.382 -4.765
H 0.764 0.347 -5.923
C 5.492 -3.240 0.426
N 5.352 -2.315 1.572
C 6.294 -1.196 1.195
C 4.031 -1.820 1.962
C 5.914 -3.092 2.765
C 6.338 -2.301 3.965
O 5.441 -1.426 4.542
H 4.887 -2.937 -0.412
H 5.203 -4.238 0.796
H 6.552 -3.257 0.208
H 6.455 -0.537 2.024
H 5.831 -0.783 0.334
H 7.242 -1.653 0.964
H 4.089 -1.187 2.838
H 3.408 -2.629 2.313
H 3.630 -1.324 1.106
H 6.824 -3.592 2.438
H 5.135 -3.771 3.043
H 7.342 -1.877 3.774
H 6.483 -3.256 4.627
H 4.735 -2.052 4.993
C -4.777 1.185 -0.468
N -5.860 1.328 0.617
C -5.213 1.582 2.003
C -6.674 2.488 0.263
C -6.594 0.046 0.813
C -7.627 -0.275 -0.260
O -7.958 -1.651 -0.323
H -4.237 0.271 -0.289
H -4.271 2.164 -0.619
H -5.421 0.804 -1.274
H -4.560 2.421 1.847
H -4.728 0.676 2.255
H -6.064 1.769 2.731
H -7.390 2.303 -0.506
H -6.039 3.395 0.074
H -7.270 2.766 1.143
H -7.050 0.101 1.819
H -5.785 -0.733 0.864
H -7.405 0.072 -1.226
H -8.523 0.251 0.011
H -7.602 -1.993 -1.151
C 1.857 -0.053 7.498
N 1.584 0.597 6.140
C 2.560 0.129 5.105
C 0.289 -0.004 5.677
C 1.472 2.042 6.234
C 2.680 2.861 6.737
O 3.949 2.530 6.187
H 2.833 0.262 7.893
H 1.951 -1.126 7.307
H 0.992 0.205 8.147
H 2.646 -0.925 5.083
H 3.552 0.497 5.450
H 2.290 0.565 4.196
H -0.419 0.187 6.487
H 0.343 -1.108 5.597
H -0.049 0.473 4.698
H 0.666 2.252 6.924
H 1.114 2.404 5.259
H 2.815 2.619 7.787
H 2.390 3.948 6.712
H 4.021 2.822 5.271
C 3.968 4.583 -1.423
N 2.633 5.047 -1.871
C 1.666 3.962 -1.678
C 2.165 6.203 -1.097
C 2.677 5.544 -3.289
C 2.769 4.608 -4.461
O 1.666 3.717 -4.621
H 4.472 4.126 -2.256
H 3.803 3.805 -0.664
H 4.521 5.402 -0.994
H 0.697 4.374 -1.836
H 1.766 3.689 -0.589
H 1.871 3.138 -2.313
H 2.633 7.079 -1.445
H 2.288 5.942 -0.036
H 1.151 6.407 -1.381
H 3.468 6.288 -3.479
H 1.707 6.110 -3.410
H 3.709 4.037 -4.494
H 2.723 5.285 -5.345
H 1.965 2.887 -4.263
C 0.170 -1.407 1.086
N 0.158 -0.392 -0.038
C 1.304 0.605 0.093
C 0.246 -1.062 -1.349
C -1.109 0.398 -0.012
C -1.305 1.483 1.108
O -1.370 0.865 2.418
H 0.879 -2.169 0.786
H -0.786 -1.818 1.259
H 0.584 -0.935 2.016
H 1.085 1.367 -0.657
H 2.300 0.217 -0.046
H 1.171 1.221 0.928
H -0.688 -1.612 -1.375
H 1.102 -1.669 -1.309
H 0.270 -0.323 -2.145
H -1.947 -0.293 0.028
H -1.257 0.789 -1.072
H -2.283 1.948 0.950
H -0.490 2.211 1.149
H -2.085 0.263 2.346
C -3.159 -5.300 0.812
N -2.953 -5.530 -0.670
C -2.064 -4.425 -1.269
C -2.153 -6.793 -0.763
C -4.194 -5.708 -1.394
C -4.937 -4.386 -1.785
O -4.385 -3.894 -3.100
H -3.475 -4.248 0.963
H -2.225 -5.506 1.281
H -3.825 -6.017 1.239
H -1.258 -4.229 -0.590
H -2.646 -3.521 -1.558
H -1.722 -4.799 -2.260
H -1.948 -7.021 -1.790
H -2.625 -7.637 -0.299
H -1.158 -6.679 -0.298
H -4.882 -6.261 -0.756
H -4.004 -6.177 -2.327
H -4.798 -3.589 -1.049
H -5.982 -4.436 -1.923
H -4.831 -3.045 -3.311
Cl -3.303 -1.410 1.569
Cl -6.250 -1.540 -2.912
Cl 3.525 -3.310 5.705
P 2.825 3.448 2.574
F 2.892 2.639 1.157
F 1.606 2.539 3.058
F 3.781 2.373 3.292
F 2.662 4.324 3.977
F 4.205 4.286 2.094
F 1.940 4.520 1.803
P -2.395 4.288 -1.769
F -1.948 2.664 -1.791
F -3.305 3.974 -0.496
F -1.075 4.545 -0.891
F -2.779 5.838 -1.774
F -1.580 4.370 -3.219
F -3.691 3.870 -2.592
C 1.970 -5.079 0.157
F 2.306 -3.796 -0.242
F 2.964 -5.435 0.934
F 0.839 -4.986 0.913
S 1.685 -6.265 -1.343
O 1.271 -7.471 -0.622
O 0.623 -5.460 -1.962
O 2.893 -6.200 -2.077
C 4.425 -0.268 -4.073
F 3.711 -0.282 -5.207
F 4.009 -1.393 -3.478
F 5.703 -0.471 -4.362
S 4.170 1.222 -2.970
O 5.112 2.158 -3.535
O 2.765 1.583 -3.142
O 4.436 0.601 -1.672

=====

2.
36
Properties=species:S:1:pos:R:3 method="wB97M-V/def2-TZVPD" multiplicity=1 relative_energy_kcal_mol=137.4 e_homo_ev=-8.92 lumo_energy_ev=0.5 gap_ev=9.46
N -0.093 0.588 -1.855
C -0.738 -0.449 -0.927
C -0.374 -1.962 -1.271
C -0.788 -2.425 -2.685
C 0.270 -2.591 -3.506
N -0.274 -2.460 -4.870
C -1.588 -2.410 -4.867
N -1.941 -2.135 -3.573
C -0.381 -0.154 0.462
O -0.534 -1.065 1.339
N 0.287 1.084 0.708
C 1.232 1.118 1.935
C 0.464 1.017 3.268
C -0.873 1.891 3.241
C -0.464 3.291 2.623
O 0.589 3.840 2.817
O -1.512 3.947 1.744
C 2.267 -0.163 1.836
O 2.266 -0.940 0.939
O 3.061 -0.355 2.993
H -0.559 1.609 -1.695
H -0.102 0.244 -2.780
H -1.726 -0.445 -0.969
H -0.782 -2.401 -0.151
H 0.716 -2.182 -1.132
H 1.405 -2.455 -3.344
H 0.192 -2.718 -5.667
H -2.171 -2.515 -5.811
H 0.819 1.389 -0.163
H 1.684 2.226 1.935
H 0.226 0.101 3.755
H 1.129 1.562 3.963
H -1.424 2.011 4.271
H -1.520 1.558 2.541
H -2.394 3.490 2.240
H 3.633 -1.141 2.654

=====

3.
111
Properties=species:S:1:pos:R:3 method="wB97M-V/def2-TZVPD" multiplicity=2 e_homo_ev="-8.16 / -8.12" lumo_energy_ev="-3.1 / -3.1" total_charge=+1 gap_ev="5.01 / 4.97" s2=0.755
Cu 1.555 1.422 -2.098
F 1.570 0.343 4.663
C 1.683 -0.511 3.586
C 1.919 0.049 2.347
C 2.050 -0.738 1.212
C 2.366 -0.237 -0.074
O 2.354 1.033 -0.320
C 2.773 -1.166 -1.112
C 2.597 -2.491 -1.306
N 1.467 -3.370 -0.821
C 0.861 -3.922 -2.050
C -0.386 -4.752 -2.118
C -0.354 -3.370 -2.715
C 1.807 -2.219 1.279
C 1.555 -2.714 2.663
C 1.576 -1.909 3.766
N 1.480 -2.554 5.040
C 1.359 -1.759 6.248
C 1.011 -2.738 7.393
N 0.552 -3.997 6.751
C 1.705 -4.692 6.126
C 2.434 -3.623 5.289
C 3.513 -0.532 -2.322
O 4.577 -0.982 -2.683
O 2.826 0.359 -2.901
H 2.074 1.117 2.273
H 3.164 -2.969 -2.090
H 1.652 -4.251 -2.715
H -0.968 -4.957 -1.234
H -0.364 -5.589 -2.802
H -0.888 -2.555 -2.253
H -0.321 -3.279 -3.787
H 1.538 -3.789 2.786
H 0.560 -1.029 6.119
H 2.284 -1.218 6.494
H 0.221 -2.337 8.027
H 1.879 -2.964 8.014
H -0.024 -3.681 5.950
H 0.024 -4.601 7.386
H 1.324 -5.507 5.511
H 2.351 -5.108 6.898
H 2.794 -4.038 4.352
H 3.308 -3.251 5.836
Br 3.354 3.342 -3.377
C 2.749 2.577 -5.018
C 3.538 2.755 -6.121
C 3.083 2.351 -7.381
C 1.828 1.831 -7.516
C 0.999 1.628 -6.394
C -0.316 1.138 -6.536
C -1.099 0.930 -5.440
C -0.574 1.129 -4.151
C 0.697 1.602 -3.968
C 1.488 1.941 -5.088
H 4.502 3.229 -6.024
H 3.721 2.492 -8.241
H 1.449 1.564 -8.490
H -0.689 0.935 -7.530
H -2.117 0.581 -5.548
H -1.187 0.880 -3.300
C -1.553 4.258 -2.946
C -1.889 4.527 -1.487
C -3.253 5.193 -1.349
O -1.910 3.297 -0.709
P -0.492 2.767 -0.193
O 0.457 2.670 -1.304
C -0.935 1.262 0.737
P -1.238 -0.113 -0.411
O -0.287 -0.296 -1.505
O -2.686 0.025 -1.023
C -3.917 0.125 -0.289
C -4.536 1.484 -0.571
C -4.826 -1.008 -0.744
O -1.305 -1.353 0.659
C -0.747 -2.672 0.487
C 0.744 -2.494 0.146
C -1.114 -3.454 1.740
O 0.070 3.832 0.828
C -0.356 4.329 2.109
C 0.403 3.614 3.219
C -1.860 4.274 2.345
H -1.553 5.199 -3.492
H -2.293 3.597 -3.388
H -0.573 3.797 -3.035
H -1.118 5.175 -1.051
H -4.015 4.586 -1.828
H -3.221 6.165 -1.833
H -3.525 5.337 -0.307
H -1.803 1.432 1.368
H -0.073 0.994 1.350
H -3.691 0.011 0.777
H -4.747 1.564 -1.632
H -3.851 2.279 -0.299
H -5.463 1.603 -0.018
H -4.905 -0.997 -1.826
H -5.814 -0.873 -0.317
H -4.434 -1.973 -0.435
H -1.260 -3.127 -0.361
H 2.726 -2.725 0.914
H 0.697 -1.559 -0.411
H 1.857 -4.169 -0.305
H -0.711 -2.950 2.612
H -0.717 -4.463 1.680
H -2.196 -3.504 1.818
H -0.042 5.379 2.074
H 0.158 2.555 3.234
H 0.138 4.040 4.183
H 1.472 3.729 3.074
H -2.170 3.292 2.693
H -2.401 4.509 1.436
H -2.125 5.007 3.102